DFT (ωB97M-V/def2-TZVPD) results for a structure of composition C33H28BrN4O5Os in a non-equilibrium geometry.

The calculation puts the energy relative to the best compared isomer or geometry (same formula, charge and spin) at 1.9560 eV. The calculation puts the LUMO energy (alpha / beta) at -5.70 / -5.42 eV. The net charge is +1. The total energy comes out at -123374.401 eV. For the HOMO energy (alpha / beta), the calculation gives -0.4007 / -0.4008 Eh.

Geometry as XYZ:
```
72
Properties=species:S:1:pos:R:3:forces:R:3:lowdin_charge:R:1
Os 1.458 -1.792 -0.178 0.0 0.4 0.6 1.48
O 5.897 -1.465 -0.529 0.1 0.0 0.1 0.08
C 5.946 -0.629 -1.591 -0.1 0.4 -0.4 -0.26
C 7.200 -0.312 -2.110 -0.1 -0.2 0.2 0.00
C 7.314 0.519 -3.207 0.0 0.0 -0.1 -0.07
C 6.184 1.056 -3.811 0.0 0.1 0.0 -0.08
C 4.937 0.765 -3.289 0.0 0.0 0.0 -0.04
C 4.801 -0.064 -2.182 0.0 -0.5 0.4 -0.12
C 3.422 -0.296 -1.605 0.1 0.9 -0.4 -0.37
O 3.196 -1.583 -1.114 -1.3 -0.8 0.1 -0.30
N 3.224 0.626 -0.474 0.4 -0.3 0.0 0.04
N 2.313 0.264 0.422 -0.4 -0.9 -0.4 -0.10
C 1.883 1.017 1.357 0.1 0.0 0.0 -0.18
C 1.009 0.489 2.376 -0.3 -0.3 0.4 -0.58
Br 1.311 -1.379 2.744 -0.1 -0.1 -0.8 0.91
C 0.114 1.159 3.110 0.2 -0.2 -0.1 -0.06
C -0.224 2.569 2.930 -0.1 0.3 -0.1 -0.22
C -0.630 3.303 4.048 0.1 -0.1 0.0 -0.02
C -0.935 4.647 3.938 0.0 0.0 0.0 -0.06
C -0.880 5.276 2.701 0.0 -0.1 0.0 -0.06
C -0.511 4.551 1.576 0.0 0.1 0.0 -0.07
C -0.181 3.211 1.686 -0.1 -0.1 0.0 -0.05
H 4.988 -1.755 -0.403 -0.2 -0.1 0.0 0.07
H 8.071 -0.738 -1.629 0.0 0.0 0.0 0.12
H 8.295 0.742 -3.605 0.0 0.0 0.0 0.11
H 6.277 1.689 -4.683 0.0 0.0 0.0 0.11
H 4.048 1.187 -3.745 0.0 0.0 0.0 0.12
H 2.684 -0.060 -2.387 0.1 -0.1 0.1 0.15
H 3.518 1.589 -0.555 -0.1 0.1 0.1 0.17
H 2.190 2.057 1.437 0.0 0.0 0.0 0.15
H -0.380 0.642 3.925 0.0 0.0 0.0 0.12
H -0.685 2.811 5.012 0.0 0.0 0.0 0.12
H -1.217 5.205 4.821 0.0 0.0 0.0 0.11
H -1.144 6.321 2.610 0.0 0.0 0.0 0.11
H -0.498 5.026 0.604 0.0 0.0 0.0 0.11
H 0.049 2.646 0.792 0.0 0.0 0.0 0.11
O -0.953 -4.040 1.183 0.1 0.0 0.0 0.09
C -1.339 -2.998 0.712 0.1 -0.3 0.2 -0.54
N -2.603 -2.525 0.598 0.1 0.1 0.0 0.16
C -2.711 -1.234 -0.068 -0.1 0.0 -0.1 -0.24
C -1.220 -0.950 -0.285 0.0 0.8 -0.5 -0.40
O -0.670 0.019 -0.798 -0.6 -0.4 0.4 0.04
N -0.491 -2.007 0.178 0.9 0.6 -0.7 -0.08
C -3.424 -1.339 -1.427 0.0 -0.1 0.0 -0.13
C -3.286 -0.327 -2.374 0.0 0.0 0.0 -0.02
C -3.965 -0.399 -3.580 0.0 0.0 0.0 -0.06
C -4.786 -1.481 -3.858 0.0 0.0 0.0 -0.07
C -4.918 -2.494 -2.923 -0.1 -0.1 0.0 -0.07
C -4.242 -2.427 -1.713 0.1 0.1 0.0 -0.02
C -3.399 -0.188 0.816 0.1 -0.1 0.1 -0.13
C -4.240 -0.596 1.848 0.1 0.0 -0.1 -0.02
C -4.931 0.339 2.603 0.0 0.0 0.0 -0.07
C -4.795 1.692 2.335 0.0 0.0 0.1 -0.08
C -3.948 2.103 1.318 0.1 0.0 0.0 -0.06
C -3.251 1.171 0.564 0.1 0.0 0.0 -0.03
H -3.389 -3.085 0.873 0.0 -0.1 0.0 0.15
H -2.629 0.508 -2.183 0.0 0.0 0.0 0.10
H -3.851 0.396 -4.306 0.0 0.0 0.0 0.11
H -5.314 -1.540 -4.800 0.0 0.0 0.0 0.11
H -5.551 -3.347 -3.131 0.0 0.0 0.0 0.11
H -4.362 -3.234 -1.003 0.0 0.0 0.0 0.11
H -4.369 -1.645 2.075 0.0 0.0 0.0 0.11
H -5.583 0.002 3.398 0.0 0.0 0.0 0.11
H -5.349 2.418 2.914 0.0 0.0 0.0 0.11
H -3.829 3.158 1.107 0.0 0.0 0.0 0.11
H -2.584 1.509 -0.216 0.0 0.0 0.0 0.10
C 2.415 -4.567 0.572 -0.2 -0.5 0.0 -0.02
C 1.603 -3.793 -0.417 1.6 -0.1 1.7 -0.49
O 1.045 -4.116 -1.404 -0.3 1.0 -0.3 0.17
H 2.030 -5.584 0.649 0.0 0.0 0.0 0.11
H 2.408 -4.098 1.552 0.0 0.0 -0.1 0.06
H 3.440 -4.595 0.197 0.0 0.1 0.0 0.11
```
Positions in Å, forces in eV/Å.